(1)
A 4-piece molecular cluster, C8H16Br8 overall, computed with wB97M-V/def2-TZVPD.

Properties
HOMO-LUMO gap: 0.3829 Ha
HOMO: -10.11 eV
SMILES string: BrCCBr.BrCCBr.BrCCBr.BrCCBr
energy above the lowest of the compared OMol25 structures with the same formula, charge and spin: 20.65 kcal per mole

ORCA input file:
```
! RIJCOSX wB97M-V def2-TZVPD def2/J DEFGRID3
* xyz 0 1
Br 9.12080 4.63902 -3.36340
C 10.32706 3.32205 -2.53128
C 9.95413 1.89922 -2.91213
Br 8.16525 1.37732 -2.23593
H 10.36900 3.50292 -1.45720
H 11.30218 3.58382 -2.94202
H 10.62338 1.31777 -2.27800
H 9.96511 1.54822 -3.94401
Br -6.70810 3.77986 3.61527
C -5.87204 3.06471 1.95270
C -6.83080 2.13195 1.26371
Br -5.83811 1.20313 -0.15520
H -4.94434 2.58160 2.25941
H -5.61118 3.95714 1.38382
H -7.71393 2.61806 0.84913
H -7.20054 1.41842 2.00010
Br -5.70820 -6.07875 0.59247
C -5.38195 -4.32133 1.53011
C -3.97165 -4.36458 2.13681
Br -3.61046 -2.56760 3.00986
H -6.17899 -4.27686 2.27229
H -5.61649 -3.49262 0.86202
H -3.18852 -4.48630 1.38849
H -3.81063 -5.09524 2.92947
Br 0.09700 0.74652 0.38937
C 0.34001 -0.71037 -0.85781
C 1.76312 -1.18363 -0.72158
Br 2.04202 -2.44297 -2.18917
H 0.14059 -0.21450 -1.80777
H -0.40364 -1.43162 -0.51888
H 1.85783 -1.62078 0.27241
H 2.52207 -0.40456 -0.79307
*
```

=====

(2)
One molecule with the formula CH2IPS, computed with wB97M-V/def2-TZVPD.

Properties
HOMO-LUMO gap (spin up / spin down): 0.2287 / 0.2303 Ha
HOMO (spin up / spin down): -6.62 / -9.14 eV
energy above the lowest of the compared OMol25 structures with the same formula, charge and spin: 9.37 kcal per mole
<S²>: 2.01

ORCA input file:
```
! RIJCOSX wB97M-V def2-TZVPD def2/J DEFGRID3
* xyz 0 3
C 0.44895 0.15044 0.30432
P 1.30880 -0.91967 1.26647
S 3.57658 -1.38142 0.32082
I 4.56672 0.60066 -0.63625
H -0.50126 0.35687 0.67829
H 0.68188 0.64893 -0.61015
*
```

=====

(3)
An isolated ion of composition C7H10 and charge -1, computed with wB97M-V/def2-TZVPD.

Properties
HOMO-LUMO gap (spin up / spin down): 0.1393 / 0.2369 Ha
HOMO (spin up / spin down): 0.24 / -2.44 eV
energy above the lowest of the compared OMol25 structures with the same formula, charge and spin: 23.09 kcal per mole
<S²>: 0.77

ORCA input file:
```
! RIJCOSX wB97M-V def2-TZVPD def2/J DEFGRID3
* xyz -1 2
C -1.39099 1.34959 -1.76868
C -0.50685 1.11906 -2.73450
C -1.14216 1.06288 -0.32436
C -0.29962 -0.19728 -0.09633
C 0.40987 -0.33743 1.09707
C 1.24353 -1.40283 1.43757
C 1.62481 -1.84318 2.69780
H -2.29319 1.82506 -2.14375
H -0.65312 1.32485 -3.79249
H 0.42572 0.58383 -2.58854
H -0.51825 1.90737 0.01287
H -2.00842 1.06385 0.31765
H -0.16634 -0.81251 -0.97957
H 0.33482 0.39590 1.90319
H 1.38610 -2.05980 0.57085
H 1.29506 -1.26662 3.55490
H 2.25903 -2.71274 2.83633
*
```

=====

(4)
A 9-piece molecular cluster, H18O9 overall, computed with wB97M-V/def2-TZVPD.

Properties
HOMO-LUMO gap: 0.3599 Ha
HOMO: -9.77 eV
SMILES string: O.O.O.O.O.O.O.O.O
energy above the lowest of the compared OMol25 structures with the same formula, charge and spin: 113.21 kcal per mole

ORCA input file:
```
! RIJCOSX wB97M-V def2-TZVPD def2/J DEFGRID3
* xyz 0 1
O 1.10336 0.48597 -0.00582
H 0.98247 -0.25026 0.60438
H 0.20623 0.78242 -0.19628
O 0.16044 0.20673 -1.82954
H -0.27253 0.76740 -2.48312
H 1.10102 0.34024 -1.99227
O -0.73667 -2.29813 -1.77118
H -0.23776 -3.03043 -1.39197
H -0.19937 -2.00997 -2.51768
O -3.25531 0.47539 -1.39334
H -3.95387 1.10528 -1.60367
H -2.46124 0.87160 -1.76944
O 2.63633 -4.17317 1.24837
H 2.05751 -4.68517 1.82441
H 2.86023 -4.78447 0.53762
O -0.15114 3.44510 -0.55376
H -0.22490 2.66426 0.00645
H 0.02781 3.08826 -1.43105
O -0.86226 -0.41955 0.34609
H -0.42131 -1.23927 0.09586
H -1.78599 -0.57048 0.11605
O -3.27559 0.33590 2.09558
H -3.12504 0.83153 1.28276
H -3.03770 0.95482 2.79511
O 4.62135 2.41761 2.45482
H 3.84392 2.98712 2.47109
H 4.40002 1.70128 3.06051
*
```

=====

(5)
A 6-piece molecular cluster, C41H32F5N5O14 overall, computed with wB97M-V/def2-TZVPD.

Properties
HOMO-LUMO gap: 0.3320 Ha
HOMO: -9.73 eV
SMILES string: O=C1OC[C@@](O)(C(F)(F)c2cccc(C(F)(F)F)c2)O1.O=[N+]([O-])c1ccccc1.O=[N+]([O-])c1ccccc1.O=[N+]([O-])c1ccccc1.O=[N+]([O-])c1ccccc1.O=[N+]([O-])c1ccccc1

ORCA input file:
```
! RIJCOSX wB97M-V def2-TZVPD def2/J DEFGRID3
* xyz 0 1
O 3.09287 3.71358 2.88826
C 3.03990 2.80754 2.11935
O 4.09189 2.21915 1.50374
C 3.55458 0.98337 0.92729
C 2.20824 1.55535 0.49124
O 2.47272 2.50002 -0.49101
C 1.22744 0.44206 0.02263
F 0.94150 0.67924 -1.30080
F 1.88707 -0.75065 0.05337
C -0.05195 0.36017 0.80747
C -0.30583 -0.73562 1.61333
C -1.48567 -0.78355 2.34788
C -2.38136 0.26498 2.27452
C -2.11504 1.36948 1.48195
C -3.07234 2.52191 1.43731
F -2.43132 3.68209 1.17428
F -3.69942 2.68271 2.62177
F -4.03338 2.38745 0.50359
C -0.94480 1.41612 0.74233
O 1.86356 2.19859 1.71233
H 4.18480 0.60744 0.13179
H 3.44602 0.35077 1.80492
H 1.64685 2.92036 -0.75772
H 0.39875 -1.55162 1.69830
H -1.69349 -1.62493 2.99526
H -3.28451 0.23883 2.86473
H -0.72515 2.27016 0.11488
O 4.95300 -0.53580 -1.36781
N 5.88512 -0.12645 -2.03873
O 7.05163 -0.24811 -1.74092
C 5.55170 0.56782 -3.29105
C 4.21875 0.75642 -3.60904
C 3.90655 1.42707 -4.77968
C 4.91859 1.89482 -5.60732
C 6.25031 1.68735 -5.27059
C 6.57678 1.01983 -4.10113
H 3.44028 0.39220 -2.95493
H 2.87225 1.59284 -5.04671
H 4.66516 2.42453 -6.51628
H 7.03676 2.05106 -5.91719
H 7.60729 0.85553 -3.82416
O -5.33271 -2.09091 2.18033
N -5.75592 -0.97423 1.96064
O -5.14666 -0.11094 1.36233
C -7.09576 -0.63198 2.46495
C -7.80425 -1.57937 3.18000
C -9.05706 -1.24179 3.66552
C -9.57808 0.02385 3.42964
C -8.85024 0.95718 2.70325
C -7.59545 0.63240 2.21381
H -7.38605 -2.55915 3.35497
H -9.62590 -1.96718 4.23049
H -10.55507 0.28419 3.81469
H -9.25824 1.94132 2.51935
H -7.01566 1.34841 1.65027
O 0.90730 -0.76659 4.79306
N 0.80373 0.39936 5.11481
O 1.35170 1.32191 4.54997
C -0.05266 0.71911 6.26942
C -0.66660 -0.31406 6.95191
C -1.45963 -0.00678 8.04586
C -1.62778 1.31578 8.43514
C -1.00643 2.33769 7.72937
C -0.20910 2.04258 6.63507
H -0.52575 -1.33704 6.63637
H -1.94465 -0.80137 8.59601
H -2.24455 1.55080 9.29256
H -1.14037 3.36702 8.03196
H 0.28212 2.82547 6.07651
O 2.01894 3.35504 -9.36991
N 1.67219 2.97949 -8.27107
O 2.14212 3.37964 -7.22362
C 0.60921 1.96191 -8.19708
C 0.08606 1.45776 -9.37291
C -0.90113 0.48848 -9.29740
C -1.34920 0.04404 -8.06046
C -0.81502 0.57042 -6.89168
C 0.17415 1.53819 -6.95497
H 0.44346 1.81300 -10.32754
H -1.31957 0.07880 -10.20621
H -2.11778 -0.71541 -8.00684
H -1.16769 0.22670 -5.92911
H 0.59663 1.95697 -6.05427
O 2.09301 -5.13779 3.23608
N 1.94291 -4.38198 2.30016
O 1.52830 -3.24351 2.39334
C 2.28954 -4.87668 0.95714
C 2.73550 -6.17848 0.82130
C 3.04804 -6.64261 -0.44571
C 2.91537 -5.80648 -1.54713
C 2.47237 -4.50086 -1.38524
C 2.15355 -4.02611 -0.12319
H 2.83610 -6.81593 1.68648
H 3.39526 -7.65858 -0.57315
H 3.15870 -6.17456 -2.53505
H 2.37371 -3.84855 -2.24192
H 1.80887 -3.01268 0.01423
*
```

=====

(6)
A 2-piece molecular cluster, C3H9N3O overall, computed with wB97M-V/def2-TZVPD.

Properties
HOMO-LUMO gap: 0.3707 Ha
HOMO: -9.18 eV
SMILES string: N=C=O.CNCN
energy above the lowest of the compared OMol25 structures with the same formula, charge and spin: 37.42 kcal per mole

ORCA input file:
```
! RIJCOSX wB97M-V def2-TZVPD def2/J DEFGRID3
* xyz 0 1
N -1.40146 1.41435 -1.04002
C -1.70656 0.85256 0.00547
O -2.30712 0.19499 0.76500
H -1.93697 2.09960 -1.52993
C 0.28380 -0.48377 1.81047
N 0.32144 0.12215 0.49264
C 0.78550 -0.84969 -0.62844
N 0.84533 -0.21803 -1.89226
H 1.24821 -0.92228 2.10298
H 0.01207 0.26868 2.54915
H -0.48170 -1.25904 1.80649
H 0.96591 0.90980 0.49572
H 1.75963 -1.29176 -0.36470
H 0.01212 -1.62229 -0.63750
H -0.02972 0.35832 -2.00401
H 1.62953 0.42643 -1.93106
*
```

=====

Sequential DFT total energy output: -568895.291; -29290.585; -7418.122; -18717.226; -92726.449; -9773.917 eV